1.
{"formula": "C23H65N13O11", "method": "ωB97M-V/def2-TZVPD", "species": ["N", "H", "C", "O", "H", "H", "O", "N", "H", "H", "O", "N", "H", "C", "C", "O", "H", "O", "C", "H", "H", "H", "C", "C", "O", "H", "H", "H", "N", "C", "H", "H", "C", "N", "H", "H", "H", "C", "H", "H", "H", "H", "H", "H", "H", "N", "C", "H", "N", "H", "H", "H", "H", "H", "C", "C", "H", "H", "N", "H", "H", "H", "C", "H", "H", "C", "H", "C", "H", "H", "C", "H", "H", "N", "N", "H", "C", "H", "H", "O", "C", "O", "N", "H", "H", "H", "H", "C", "H", "H", "H", "H", "H", "H", "O", "N", "C", "H", "H", "H", "O", "C", "H", "H", "H", "C", "C", "H", "H", "H", "N", "O"], "xyz": [[-3.92474, -1.29336, -2.79983], [-1.11118, -6.78599, 0.49838], [1.97892, -2.85200, 2.46126], [-3.51536, 0.40693, -0.19809], [0.58329, -10.08765, 1.29509], [1.14669, 3.59396, -2.35862], [3.91172, 3.59042, -0.95412], [0.57807, 0.04786, -3.54534], [0.50930, -9.25430, -1.44281], [-0.18835, 7.90376, -1.79199], [1.23279, -2.89470, 1.30769], [-5.69214, 0.14103, 2.74858], [-3.82146, -0.44583, -2.26027], [1.50940, -9.22558, -1.01027], [-2.31542, 0.40947, -0.29539], [-3.04551, -4.91288, 0.80875], [0.47686, 4.71986, -0.24712], [1.45219, -8.58295, 0.28258], [-1.99354, -4.23380, 1.37563], [-0.25068, -0.41280, -3.19740], [-4.16485, -3.26767, -3.93066], [-2.25870, -1.42701, -0.82697], [-0.88797, 9.02841, -0.35184], [3.70686, 3.38010, 0.24266], [-6.97439, 1.70540, 2.03565], [-2.47112, 13.04280, -0.62233], [-0.19521, 6.81062, 0.76155], [1.13173, -0.41562, -4.25157], [4.10879, -1.63923, 2.68100], [-3.50240, -5.91406, 1.61924], [4.02849, -0.10091, 1.30820], [-0.45715, 3.54590, -1.78854], [6.02043, -0.86673, 1.36908], [-3.70274, -2.52452, -4.43492], [0.71683, -8.54223, 2.14246], [4.94217, 0.29698, 2.80955], [-0.68005, -0.62522, -0.67060], [-3.21176, -1.47910, -3.81998], [7.40258, -1.67962, -0.80718], [2.69775, -3.66854, 2.52933], [-1.29564, 6.51464, -0.50503], [4.40052, 3.34961, 2.04999], [-1.43903, -9.48297, 1.64465], [1.98877, 2.55381, -0.02966], [2.24556, -1.15024, 3.77131], [2.48658, 0.61436, -2.99538], [4.67384, -0.48436, 2.09850], [1.72276, 5.87888, -0.41538], [-1.50631, 1.41569, -0.12300], [-1.34330, -4.91991, 1.91836], [-3.32081, -2.66599, -5.35915], [0.19683, 10.84965, -0.12624], [-4.59060, -5.85291, 1.63252], [6.07562, -2.37418, -1.56816], [1.27944, 0.53987, -2.58238], [0.19848, 4.12559, -2.43831], [6.00521, -0.58493, -1.28545], [-3.44092, -7.99824, 1.96633], [-7.07486, 0.99117, 4.14111], [-0.97675, 8.92510, 0.72962], [-0.56152, 1.31112, -0.46439], [-1.66956, 12.51435, -2.07815], [-1.65343, 12.42408, -0.99201], [5.43757, 4.03399, 0.76237], [-1.92934, 2.31141, 0.07404], [1.74967, -2.40180, 0.04331], [-5.59461, -0.18879, 1.79894], [-0.58542, 10.43961, -0.76504], [2.19971, -0.75302, 2.12194], [6.58672, -0.00982, 1.00424], [2.61270, -1.49547, 2.80480], [-3.23155, -5.58719, 2.62318], [-7.81945, 1.59341, 4.46205], [4.54623, 3.72640, 1.12430], [-1.53362, -7.42035, 1.16112], [1.33195, -3.05520, 3.31464], [0.69389, 5.67997, -0.71530], [2.09541, -8.72642, -1.78197], [0.96487, -2.78576, -0.60842], [-1.81869, 11.09701, -0.53355], [-1.07129, -8.77288, 0.90394], [0.58643, 5.43332, -2.11175], [0.05641, 8.06664, -0.82573], [2.70633, -2.73279, -0.36088], [2.73694, 0.58384, -3.97338], [4.37689, -2.49839, 2.22265], [-3.66919, -7.54203, 0.33981], [0.49744, -9.00702, 1.18123], [-5.61304, -0.46908, 3.54958], [-2.46617, -3.51453, 2.04448], [-1.39552, -3.60407, 0.71692], [1.63400, -1.31978, -0.01955], [-4.73153, -1.84638, -2.54808], [-0.18117, 10.52279, -1.77388], [5.66836, -1.83501, 0.32371], [-1.68272, -0.64473, -0.55063], [-0.24949, 6.76296, -0.32606], [1.72313, -10.29166, -0.93338], [2.45013, 2.66441, 1.72449], [6.65105, -1.43256, 2.05484], [-2.30861, -0.76314, -4.29312], [6.32376, -1.55216, -0.89674], [-1.82683, 8.80414, -0.85815], [-1.33147, -9.02944, -0.12298], [3.11382, 0.89190, -2.25400], [-3.01758, -7.35649, 1.19366], [-6.61847, 1.02284, 2.92901], [-0.81035, 12.96056, -0.55669], [-0.23243, 4.01918, -3.43385], [-6.60994, 0.40870, 4.82278], [2.59152, 2.81838, 0.73637], [0.82256, 0.80905, -1.45580]], "forces_ev_per_angstrom": [[-2.5, 2.9, 6.7], [-0.3, 0.1, -0.2], [0.2, 0.5, 1.7], [-3.2, 0.6, 0.1], [0.0, -0.4, 0.2], [0.1, -0.8, -0.6], [-0.5, -0.4, -0.3], [-3.8, -1.9, -2.1], [-0.4, 0.3, -0.1], [0.6, 0.7, -0.7], [-0.1, -0.1, -1.4], [3.4, -3.5, -0.1], [0.1, 0.0, 0.4], [-1.9, -0.3, 0.7], [-1.7, 2.3, 0.9], [-0.1, 0.1, -2.9], [-0.4, 0.2, 0.6], [1.3, 1.0, -1.9], [0.7, 1.3, 1.1], [-0.7, 0.1, -1.0], [0.2, 0.2, -0.5], [0.5, -0.1, 0.1], [-0.4, -0.3, -0.6], [-2.2, -0.5, -3.6], [-2.1, 3.0, -2.6], [-0.5, -0.3, -0.1], [0.1, 0.0, 0.4], [-0.9, -0.2, 0.0], [-2.0, 0.4, 1.3], [-0.3, -1.1, 1.0], [-0.2, 0.5, -0.1], [-0.5, 0.7, 0.6], [-1.5, -1.3, 0.3], [0.1, -3.5, -3.6], [0.1, 0.1, -0.1], [-0.3, 0.2, 0.3], [-0.2, -0.4, -0.1], [2.5, 1.3, -3.5], [0.3, 0.7, 0.2], [0.5, 0.0, -0.3], [-0.3, -0.5, -0.4], [0.8, 0.4, 0.0], [-0.8, 0.2, -0.2], [-0.7, -0.5, 0.7], [0.6, -0.2, 0.4], [5.6, 1.5, 1.3], [2.6, 0.0, -1.7], [0.2, 0.4, -0.3], [1.0, 3.7, 1.0], [0.2, 0.2, 0.1], [-0.1, -0.6, 0.3], [0.1, 0.3, 0.2], [-0.3, -0.4, -0.3], [-0.5, 0.2, -0.2], [-1.9, 0.1, 1.9], [1.4, -1.1, -0.1], [0.3, 0.1, -0.2], [0.5, -0.3, 0.2], [-2.2, 0.5, 4.8], [-0.2, 0.2, 0.0], [-0.1, 0.6, 0.0], [0.3, -0.2, -0.1], [-1.2, 1.0, 0.6], [0.0, 0.0, 0.6], [0.3, -0.1, -0.1], [-1.8, -0.2, 0.4], [0.5, -0.1, 0.3], [0.1, -0.6, 1.2], [0.2, 0.1, -0.4], [-0.3, 0.1, -0.3], [1.1, -1.3, -0.6], [0.2, -0.9, 0.5], [0.4, 0.0, -0.2], [3.9, 1.3, 4.0], [-1.3, -0.7, 0.5], [-0.7, -0.3, -0.4], [0.0, -1.0, -0.8], [0.5, 0.2, 0.8], [0.2, 0.0, -0.4], [1.0, 1.3, -0.9], [2.3, 0.2, 0.0], [-0.9, 0.9, -0.3], [1.0, -0.6, -1.1], [0.3, -0.2, 0.8], [0.2, 0.2, 0.6], [-0.3, 0.2, -0.3], [0.8, -0.5, -1.0], [-2.0, -0.5, -0.1], [0.7, -0.7, -0.9], [0.4, 0.2, 0.7], [-0.2, -0.5, -0.6], [0.5, 0.2, 0.2], [0.3, 0.2, -0.3], [-0.5, -0.1, -0.4], [0.4, 1.2, 0.5], [3.0, -6.6, -1.7], [-0.2, -0.3, 2.4], [0.7, 0.0, 0.2], [-0.4, -0.1, -0.6], [0.2, 0.2, 0.3], [-0.4, -0.5, 0.8], [-0.1, -1.1, 0.1], [-0.7, 0.0, 0.6], [-0.1, -0.8, 0.0], [0.7, 0.4, -0.7], [-0.3, 2.4, 1.3], [-0.2, 0.4, -1.2], [0.7, -0.5, -0.1], [0.3, 0.5, -0.1], [-0.5, 0.4, 0.0], [-1.0, -0.5, -0.8], [1.1, 0.0, 0.0]], "e_tot_ev": -66794.5401, "homo_ha": -0.320, "smiles": "COCCNCCOC.COCCNCCOC.COCCNCCOC.NC(N)=O.NC(N)=O.NC(N)=O.NC(N)=O.NC(N)=O", "charge": 0, "relative_energy_kj_mol": 635.3}

2.
{"formula": "C23H68N10O11", "method": "ωB97M-V/def2-TZVPD", "species": ["H", "H", "C", "C", "O", "H", "H", "H", "H", "H", "H", "O", "H", "H", "H", "N", "C", "C", "N", "O", "H", "H", "H", "H", "O", "C", "H", "O", "H", "O", "C", "C", "C", "N", "C", "H", "H", "C", "H", "N", "H", "H", "H", "H", "C", "C", "H", "H", "H", "O", "H", "H", "H", "N", "H", "C", "C", "H", "H", "H", "H", "H", "H", "C", "H", "O", "O", "C", "H", "H", "H", "N", "H", "H", "N", "N", "O", "C", "H", "H", "H", "H", "H", "H", "H", "H", "H", "H", "C", "H", "H", "N", "H", "H", "C", "H", "H", "H", "H", "H", "C", "H", "C", "H", "N", "H", "H", "O", "C", "H", "H", "C"], "xyz": [[-1.14355, 2.26315, -2.61646], [-0.64502, 5.52363, -2.42805], [4.27039, -3.23313, 1.20592], [-1.72835, -2.62628, 4.20486], [-4.46186, -1.03961, -3.42057], [3.75176, -4.18727, 1.34340], [-0.76298, -5.29404, -0.74178], [0.95076, -1.10127, -2.56657], [-2.33258, 3.68146, -4.10729], [-2.30650, 1.31462, -3.53224], [1.46734, 0.09066, -3.67425], [0.43146, -3.65504, 1.82536], [2.33583, 4.42602, -0.27289], [0.63696, 4.86176, -4.26779], [-1.60775, -0.13257, -0.09974], [0.46995, -0.56794, 1.06502], [-3.79320, -3.04092, -4.30790], [-2.55393, -1.87755, -2.40773], [-0.26838, -3.02207, -0.35724], [1.52117, 0.78209, -0.68382], [0.95568, 1.00218, -2.33671], [0.89923, 1.05286, 3.26965], [-0.95767, -0.80394, 4.49680], [-0.16705, -2.07086, 0.04509], [2.64449, -2.15417, 2.33707], [1.67063, 3.70413, 0.15322], [-4.16273, -3.80653, -3.63406], [-2.28284, -1.05305, 1.43763], [-2.22632, 1.50851, 2.09361], [2.46974, 0.82225, 5.44206], [0.44997, 0.17572, -0.01260], [-0.43100, 0.69596, -3.84884], [2.73349, 1.58826, 4.46589], [1.41249, -1.95515, -2.22684], [-0.32693, 3.49279, 1.69903], [-2.89173, -1.23078, -4.42648], [0.04857, -1.80771, 3.74774], [-3.06127, 0.91657, 2.49189], [3.63960, -0.02291, 1.29924], [-0.73927, 0.27932, -0.55484], [-3.91565, -0.97181, 2.34385], [4.14090, -3.36078, -2.56903], [-5.28610, -1.56811, -3.24128], [-2.80170, -3.45883, -4.48451], [-2.07876, 4.68876, -3.72748], [-3.28603, -0.34291, 1.64719], [2.24113, 3.00524, 0.72378], [2.54799, -2.38139, 0.49569], [-1.24665, 4.06007, 2.24144], [-1.18322, 3.70117, -1.89155], [2.27089, 2.52396, 4.67562], [-0.32154, -5.86811, 0.86147], [-3.00446, 0.71778, 3.55586], [3.20910, -3.20796, -2.25094], [-2.95615, 5.09511, -3.26038], [3.27184, -2.14504, 1.26139], [-3.49662, -1.75379, -3.62609], [-3.32461, 0.31522, -0.48075], [2.83775, -3.96748, -1.61012], [4.40590, 1.54777, 3.22532], [-4.12188, -1.14946, -0.30387], [-1.83989, -4.58857, 4.03382], [3.56535, -0.77019, -0.30042], [-0.12176, -3.92162, 0.57162], [1.94707, -2.79681, 2.18123], [3.29059, -1.07575, -3.33026], [-0.79179, 0.14433, -5.03237], [-0.89849, 4.46588, -2.80731], [1.20051, 3.81142, -2.83282], [0.17826, 3.15111, -4.19890], [2.31601, 1.53251, 2.29998], [-1.31947, 1.35779, -3.13522], [0.17489, 2.90697, 2.51464], [4.90628, -3.21336, 0.28870], [-0.90892, -1.68959, 3.93796], [0.72886, 0.63716, -3.25115], [-3.07058, -2.38129, 4.64042], [0.37842, 4.04517, -3.55701], [-0.77633, 2.78022, 0.98799], [-2.50365, -0.86297, -2.06139], [0.99152, -2.55132, -1.44228], [1.07127, 4.94357, 1.72372], [-4.89748, 0.33989, 0.19198], [5.09165, -3.23517, 2.01585], [-1.52655, -2.10396, -2.65632], [4.36224, 2.96677, 3.99345], [5.07370, -0.78646, 0.74916], [-0.53636, 5.76630, 0.78226], [2.67934, -2.03241, -2.56691], [2.78395, -0.08232, 5.13980], [-0.89353, 0.85837, -1.39731], [-0.29104, -5.12506, 0.12110], [2.33685, 0.09007, 3.15059], [1.15035, 3.14432, -0.62150], [1.98839, 1.11764, 3.24671], [-2.88209, -2.59794, -1.64052], [-0.38664, -0.83678, 1.50197], [-0.88776, -3.05876, -1.18531], [-0.77182, 4.10512, -1.03369], [-1.62645, 5.38220, -4.39908], [3.94699, -0.90136, 0.69431], [-2.03632, -1.34596, 2.31053], [0.51674, 4.40574, 0.90843], [-3.90758, 1.55975, 2.53306], [-1.21097, -3.77079, 4.07915], [-0.44089, -3.91287, 3.46341], [4.82652, 1.78523, 5.02961], [-0.03862, 5.22262, 0.16969], [4.15694, 1.98510, 4.15197], [-4.38269, -2.88022, -5.22742], [1.42040, -0.76725, 1.35427], [-3.94618, -0.19501, 0.22544]], "forces_ev_per_angstrom": [[0.1, -1.4, -0.6], [-0.2, -1.0, -0.2], [3.0, -2.0, 0.3], [-10.0, 1.1, 4.0], [-10.9, 5.6, 2.8], [0.2, -0.3, -0.3], [-0.2, -0.1, -0.3], [-0.1, -0.7, 0.9], [0.0, 0.7, -0.6], [2.0, 0.1, 0.6], [0.5, 0.4, -0.4], [-2.6, -1.2, -5.4], [0.3, 0.5, -0.3], [0.3, -0.5, 0.6], [2.1, 0.8, -0.8], [2.8, -0.3, 0.7], [1.0, -1.2, 0.0], [-0.1, -0.3, -0.3], [-1.1, 3.9, -0.1], [-4.4, -3.0, 4.1], [0.0, 0.2, 0.6], [0.1, 0.4, 0.4], [-0.8, -1.1, -0.9], [-0.1, -0.6, -0.6], [-4.1, 1.3, 8.3], [-1.9, -0.1, -0.2], [-1.1, -0.1, 0.2], [8.1, -4.9, -1.2], [0.0, -0.1, 0.4], [0.2, -6.3, 4.8], [3.7, 3.8, -4.7], [-1.7, -2.5, -6.0], [-0.7, 6.1, -5.0], [-2.5, 0.4, 1.3], [-3.2, -1.0, 1.5], [0.2, -0.2, 0.8], [1.2, -1.1, -0.4], [0.4, 0.4, -0.7], [-0.2, -0.2, -0.6], [-3.1, 0.3, -0.6], [-0.7, 0.8, -0.9], [0.5, 0.0, 0.0], [1.0, 1.0, -0.1], [0.0, -0.1, -0.9], [0.8, -1.3, -0.1], [-9.4, 3.6, 1.1], [0.1, -0.4, 0.5], [-0.4, -0.3, -1.2], [2.0, -1.1, -1.3], [-1.4, -5.1, 10.8], [-0.6, 1.2, 0.7], [0.1, 0.9, -1.4], [0.9, -0.6, 0.2], [1.7, -2.6, 1.2], [-0.2, 0.3, 0.5], [5.2, -0.3, -8.1], [9.6, -4.8, -3.4], [0.6, 0.8, -0.2], [0.3, 2.0, -1.3], [1.2, -1.2, -0.8], [0.1, 0.1, 0.9], [0.3, 1.0, 0.4], [0.3, 0.4, -0.5], [3.3, 1.0, 4.9], [-0.9, -0.4, 0.8], [-2.6, -4.6, 3.6], [1.9, 1.9, 5.2], [2.8, 8.2, -6.8], [-0.6, 0.3, -0.7], [0.3, 0.6, 0.5], [-0.2, 0.6, -0.1], [-4.9, 2.0, 0.8], [-0.2, 0.8, -1.0], [-0.9, -0.3, 0.3], [2.1, 7.6, 0.4], [2.2, -1.0, -1.2], [6.9, -1.1, -2.4], [0.0, -0.1, -1.1], [-0.2, -0.1, 0.4], [0.0, 0.2, 0.7], [1.3, 1.4, -2.0], [0.1, 0.2, -0.1], [0.1, 0.0, 0.4], [-1.5, 0.5, -0.7], [0.3, -0.3, -0.7], [-0.3, 3.3, -0.4], [-1.2, -0.9, -0.2], [-0.8, 0.8, -0.6], [2.0, 3.8, -4.0], [-0.6, 1.0, 1.1], [0.0, -0.6, 0.7], [-0.5, -4.3, 2.4], [-0.1, -0.5, -0.2], [0.5, -0.3, -0.4], [0.7, -1.3, -1.2], [-0.3, 0.4, 0.0], [-0.1, 0.0, 0.5], [0.4, -0.4, 1.0], [-1.1, -1.3, -1.5], [-0.6, 0.3, -1.5], [0.6, 2.1, 1.8], [1.0, -0.8, 0.6], [8.7, -5.2, 7.5], [-1.0, 0.6, -0.7], [-0.6, -6.6, -0.4], [0.9, 0.2, -0.5], [-0.4, -0.6, -1.0], [-5.2, 6.1, -5.7], [0.7, -2.6, 1.9], [0.3, -0.4, 0.5], [-0.5, -0.3, 0.9], [-1.1, 0.1, 0.6]], "e_tot_ev": -62369.8227, "homo_ha": -0.322, "smiles": "NC(N)=O.NC(N)=O.NC(N)=O.NC(N)=O.NC(N)=O.CC(C)O.CC(C)O.CC(C)O.CC(C)O.CC(C)O.CC(C)O", "charge": 0, "relative_energy_kj_mol": 1342.5}

It is found that the E_LUMO values, taken in the order of the records, are 0.4 -0.3 eV.